This record from the Open Molecules 2025 dataset describes a molecular structure, C3H5I3N. The level of theory is wB97M-V/def2-TZVPD.

The geometry in XYZ format:
```
12
Properties=species:S:1:pos:R:3:lowdin_charge:R:1
C 0.6018 -0.2157 1.5790 -0.107
C -0.4504 0.1396 2.1793 -1.223
C 0.7200 -0.4844 -1.1553 -0.613
N -0.0700 0.6509 -1.7429 0.085
I -0.7569 0.0588 4.3413 0.778
I -2.2872 0.8540 1.1868 0.734
I 0.1048 -2.5080 -1.3046 0.905
H 1.5673 -0.5524 1.7704 0.041
H 1.7605 -0.4812 -1.2533 -0.003
H -1.0314 0.1058 -1.6008 0.121
H -0.0146 0.8194 -2.6928 0.112
H -0.1440 1.6133 -1.3071 0.170
```

Summary:
Net charge: +1
LUMO (alpha / beta) in eV: -5.4 / -5.2
E in Ha: -1064.67964
HOMO level (alpha / beta) in eV: -12.48 / -12.69


This record from the Open Molecules 2025 dataset describes 2 unconnected molecules or ions with the total composition C14H13Cl2NO3. The level of theory is wB97M-V/def2-TZVPD.

The geometry in XYZ format:
```
33
Properties=species:S:1:pos:R:3:lowdin_charge:R:1
C 3.2785 1.2071 1.3380 -0.013
C 2.5901 2.5157 0.7227 -0.356
O 3.3450 3.5406 0.5547 0.001
N 1.1714 2.6626 0.3519 -0.092
C 0.5263 3.8589 0.9831 -0.073
C 0.3912 1.4268 0.5608 -0.125
C -0.5519 1.1578 1.8046 0.013
C -1.3975 -0.1630 1.9560 -0.031
C -1.3520 -1.2986 0.8568 -0.006
C -0.4063 -1.0147 -0.3644 -0.033
C 0.4488 0.3041 -0.5280 0.020
C 1.3463 0.4036 -1.8469 -0.269
O 1.6405 1.5095 -2.3796 0.049
C 1.8909 -1.0061 -2.4353 0.017
C 1.1039 -2.1954 -2.2990 0.013
C -0.3264 -2.1185 -1.5378 -0.261
O -1.3269 -2.8371 -1.8546 0.014
H 3.6231 0.5049 0.5021 0.089
H 4.2428 1.5741 1.8693 0.099
H 2.6596 0.6869 2.1610 0.089
H 0.5501 3.8493 2.1328 0.098
H 1.0257 4.7891 0.5464 0.104
H -0.5864 3.8478 0.6590 0.113
H -0.6793 1.9353 2.6358 0.092
H -2.0826 -0.3280 2.8562 0.092
H -1.9835 -2.2695 0.9145 0.065
H 2.9181 -1.0899 -2.9614 0.126
H 1.4548 -3.2224 -2.6697 0.120
Cl -5.7119 -4.9983 -0.8411 0.503
C -4.6220 -3.6190 -1.0280 -1.022
Cl -4.6176 -2.6067 0.4220 0.520
H -3.6120 -3.9868 -1.2058 0.011
H -4.9509 -3.0201 -1.8763 0.032
```

Summary:
Net charge: 0
Structure (SMILES): CC(=O)N(C)c1cccc2c1C(=O)C=CC2=O.ClCCl
LUMO in eV: -1.6
E in Ha: -1741.88116
HOMO level in eV: -9.09


This record from the Open Molecules 2025 dataset describes a molecular structure, CH2I2O. The level of theory is wB97M-V/def2-TZVPD.

The geometry in XYZ format:
```
6
Properties=species:S:1:pos:R:3:lowdin_charge:R:1
C 0.1028 0.0656 -0.3482 -0.838
O 0.9800 0.7884 0.4296 -0.112
I -2.6400 0.5680 -0.0296 0.133
I 0.1530 -2.0591 -0.0217 0.743
H 0.3425 0.2420 -1.3347 -0.010
H 1.0616 0.3950 1.3045 0.083
```

Summary:
Net charge: 0
LUMO (alpha / beta) in eV: -1.9 / -1.9
E in Ha: -709.86409
HOMO level (alpha / beta) in eV: -9.08 / -9.08